# C20H16BrN3O3Rb

A molecular structure, C20H16BrN3O3Rb (ωB97M-V with the def2-TZVPD basis set, OMol25).

## Properties
E: -102312.8890 eV
ΔE to the lowest compared entry with this formula, charge and spin: 0.000 eV
gap between HOMO and LUMO: 6.01 eV

The geometry in ORCA input format:
```
! wB97M-V def2-TZVPD RIJCOSX def2/J DEFGRID3
* xyz -1 1
Rb -1.818 0.936 -1.579
O 3.265 -1.539 -1.235
C 3.364 -1.016 -2.461
C 4.347 -1.520 -3.319
C 4.499 -1.013 -4.596
C 3.672 0.009 -5.051
C 2.695 0.507 -4.204
C 2.522 0.020 -2.914
C 1.450 0.636 -2.053
O 0.701 1.520 -2.538
N 1.388 0.115 -0.831
N 0.610 0.826 0.072
C -0.093 0.135 0.886
C -0.333 -1.323 0.923
C 0.667 -2.246 1.200
C 0.387 -3.599 1.318
C -0.929 -4.025 1.153
C -1.940 -3.130 0.857
C -1.684 -1.742 0.699
O -2.599 -0.897 0.352
H 2.499 -1.030 -0.796
H 4.981 -2.317 -2.949
H 5.270 -1.418 -5.243
H 3.790 0.409 -6.050
H 2.031 1.303 -4.518
H -0.668 0.738 1.588
H 1.683 -1.891 1.334
H 1.176 -4.309 1.530
H -1.166 -5.080 1.250
H -2.961 -3.468 0.715
C -2.856 0.801 3.940
C -2.757 1.941 2.968
C -2.264 3.189 3.318
C -2.144 4.182 2.358
C -2.526 3.863 1.069
Br -2.342 5.173 -0.306
N -3.000 2.695 0.699
C -3.120 1.750 1.637
H -2.413 1.061 4.902
H -2.341 -0.077 3.545
H -3.896 0.517 4.108
H -1.954 3.383 4.338
H -1.750 5.160 2.591
H -3.440 0.771 1.292
*
```